{"formula": "C18H25N3O3", "method": "the ωB97M-V functional and the def2-TZVPD basis", "symbols": ["C", "C", "N", "C", "C", "N", "C", "O", "C", "C", "N", "C", "O", "C", "O", "C", "C", "C", "C", "C", "C", "C", "C", "C", "H", "H", "H", "H", "H", "H", "H", "H", "H", "H", "H", "H", "H", "H", "H", "H", "H", "H", "H", "H", "H", "H", "H", "H", "H"], "xyz": [[5.001, 1.998, -0.432], [3.530, 1.592, -0.408], [3.398, 0.161, -0.181], [2.218, -0.446, -0.752], [0.931, -0.150, 0.042], [1.106, -0.585, 1.407], [0.410, -1.517, 2.094], [0.764, -1.898, 3.195], [-0.888, -2.050, 1.497], [-2.045, -1.116, 1.879], [-2.082, 0.094, 1.079], [-1.695, 1.263, 1.658], [-1.315, 1.348, 2.805], [-1.833, 2.488, 0.764], [-1.509, 2.252, -0.586], [-2.105, 1.132, -1.103], [-2.341, 1.072, -2.466], [-2.923, -0.051, -3.023], [-3.289, -1.125, -2.224], [-3.960, -2.328, -2.814], [-3.033, -1.067, -0.860], [-2.431, 0.044, -0.282], [2.264, 0.028, 2.034], [3.527, -0.246, 1.207], [5.092, 3.043, -0.719], [5.461, 1.870, 0.544], [5.540, 1.386, -1.149], [2.998, 2.195, 0.343], [3.092, 1.815, -1.384], [2.380, -1.530, -0.762], [2.098, -0.107, -1.783], [0.741, 0.931, 0.030], [0.093, -0.651, -0.438], [-0.843, -2.198, 0.419], [-1.065, -3.016, 1.974], [-1.916, -0.799, 2.917], [-3.003, -1.634, 1.792], [-1.160, 3.270, 1.121], [-2.871, 2.852, 0.850], [-2.056, 1.916, -3.072], [-3.100, -0.088, -4.087], [-5.040, -2.181, -2.828], [-3.749, -3.220, -2.229], [-3.630, -2.491, -3.837], [-3.308, -1.913, -0.251], [2.082, 1.105, 2.116], [2.360, -0.392, 3.035], [3.730, -1.321, 1.216], [4.377, 0.267, 1.656]], "mulliken_charge": [-1.425, -0.148, 0.241, -1.803, 0.361, 0.230, 0.680, -0.712, -0.603, -1.331, 0.055, 0.808, -0.652, -0.650, -0.489, 0.572, -0.973, -0.602, 0.264, -1.603, -0.455, 0.906, -0.748, -0.921, 0.423, 0.316, 0.336, 0.146, 0.409, 0.409, 0.429, 0.107, 0.057, 0.468, 0.469, 0.588, 0.419, 0.331, 0.369, 0.464, 0.403, 0.331, 0.358, 0.389, 0.353, 0.193, 0.546, 0.355, 0.327]}

{"formula": "C5H5NO", "method": "the ωB97M-V functional and the def2-TZVPD basis", "symbols": ["C", "C", "C", "O", "C", "C", "N", "H", "H", "H", "H", "H"], "xyz": [[3.070, -0.271, -0.263], [1.978, 0.045, 0.136], [0.649, 0.394, 0.640], [0.436, 0.487, 1.853], [-0.355, 0.639, -0.365], [-1.207, -0.477, -0.802], [-1.696, 0.434, 0.267], [4.043, -0.553, -0.602], [-1.071, -1.497, -0.436], [-1.770, -0.420, -1.735], [-2.432, 1.101, 0.068], [-1.645, 0.117, 1.240]], "mulliken_charge": [0.372, -0.364, 0.189, -0.651, -0.498, -0.279, -0.206, 0.397, 0.229, 0.254, 0.273, 0.284]}

{"formula": "C18H19NO4S", "method": "the ωB97M-V functional and the def2-TZVPD basis", "symbols": ["C", "C", "C", "C", "C", "S", "O", "O", "N", "C", "C", "C", "C", "C", "C", "C", "C", "C", "C", "C", "O", "O", "C", "C", "H", "H", "H", "H", "H", "H", "H", "H", "H", "H", "H", "H", "H", "H", "H", "H", "H", "H", "H"], "xyz": [[-4.582, -0.670, 0.727], [-3.158, -1.108, 0.587], [-2.734, -1.832, -0.522], [-1.407, -2.203, -0.655], [-0.502, -1.856, 0.328], [1.233, -2.196, 0.047], [1.363, -3.210, -0.951], [1.897, -2.367, 1.316], [1.890, -0.797, -0.556], [1.678, -0.459, -1.941], [0.349, 0.265, -2.171], [0.009, 1.221, -1.059], [-1.080, 2.074, -1.214], [-1.455, 2.942, -0.208], [-0.741, 2.968, 0.979], [0.336, 2.122, 1.146], [0.719, 1.244, 0.137], [1.884, 0.313, 0.374], [3.225, 1.054, 0.327], [4.476, 0.189, 0.520], [5.554, 0.633, 0.230], [4.360, -1.020, 1.048], [-0.909, -1.171, 1.457], [-2.234, -0.797, 1.581], [-5.001, -1.033, 1.663], [-4.636, 0.418, 0.740], [-5.189, -1.039, -0.095], [-3.444, -2.102, -1.289], [-1.058, -2.772, -1.503], [2.515, 0.166, -2.264], [1.715, -1.398, -2.495], [-0.462, -0.465, -2.249], [0.391, 0.806, -3.119], [-1.635, 2.049, -2.140], [-2.302, 3.597, -0.347], [-1.028, 3.642, 1.772], [0.889, 2.129, 2.075], [1.775, -0.125, 1.372], [3.346, 1.583, -0.620], [3.246, 1.811, 1.116], [3.464, -1.399, 1.163], [-0.197, -0.953, 2.237], [-2.558, -0.254, 2.456]], "mulliken_charge": [-1.517, 1.029, -0.653, -0.813, 0.108, 1.594, -0.770, -0.803, 0.237, -1.160, -1.076, 1.019, -0.747, -0.660, -0.882, -0.524, 0.270, -0.866, -0.745, 0.464, -0.605, -0.501, -0.366, -0.646, 0.365, 0.315, 0.367, 0.338, 0.540, 0.331, 0.531, 0.193, 0.697, 0.460, 0.432, 0.428, 0.485, 0.978, 0.334, 0.480, 0.417, 0.498, 0.424]}

{"formula": "H26O13", "method": "the ωB97M-V functional and the def2-TZVPD basis", "symbols": ["O", "H", "H", "O", "H", "H", "O", "H", "H", "O", "H", "H", "O", "H", "H", "O", "H", "H", "O", "H", "H", "O", "H", "H", "O", "H", "H", "O", "H", "H", "O", "H", "H", "O", "H", "H", "O", "H", "H"], "xyz": [[2.540, 0.141, -3.641], [2.325, -0.643, -3.153], [1.730, 0.554, -3.967], [-0.055, -2.413, 3.092], [-0.325, -1.419, 3.089], [0.094, -2.517, 2.222], [-0.816, -2.185, -0.407], [-0.425, -1.335, 0.148], [-1.778, -1.725, -0.652], [2.166, 1.452, -0.332], [2.248, 0.606, -0.143], [2.701, 1.616, -1.090], [1.310, -2.021, -2.161], [1.056, -2.931, -2.391], [0.608, -1.525, -1.832], [-2.890, -0.785, 0.446], [-3.690, -1.221, 0.112], [-2.507, -1.538, 0.975], [0.266, 2.855, -1.772], [-0.435, 2.548, -1.146], [1.141, 3.383, -1.434], [-0.503, 0.484, -3.969], [-0.615, 1.398, -4.340], [-1.347, 0.071, -3.974], [-1.847, -0.182, 4.030], [-0.867, -0.144, 4.301], [-1.940, 0.802, 3.951], [-0.997, 1.673, 2.727], [-0.097, 1.398, 2.818], [-1.324, 1.232, 1.758], [-2.472, 3.134, 1.275], [-2.163, 2.950, 0.363], [-1.638, 2.886, 1.763], [0.892, -0.158, 1.726], [1.568, -0.770, 1.267], [0.958, 0.788, 1.345], [2.510, -2.023, 0.048], [2.744, -1.711, -0.810], [1.874, -2.722, -0.242]], "mulliken_charge": [-0.652, 0.335, 0.337, -0.620, 0.341, 0.247, -0.745, 0.325, 0.417, -0.489, 0.063, 0.344, -0.666, 0.288, 0.367, -0.699, 0.310, 0.410, -0.589, 0.258, 0.304, -0.578, 0.298, 0.262, -0.657, 0.328, 0.412, -0.837, 0.396, 0.370, -0.659, 0.292, 0.442, -0.610, 0.243, 0.410, -0.716, 0.360, 0.354]}

{"formula": "C5H8KLiO4", "method": "the ωB97M-V functional and the def2-TZVPD basis", "symbols": ["C", "C", "O", "Li", "H", "H", "H", "H", "H", "O", "C", "C", "O", "O", "C", "K", "H", "H", "H"], "xyz": [[1.854, 1.415, 2.261], [0.969, 1.190, 1.082], [0.813, 2.046, 0.200], [-0.237, 1.781, -1.360], [2.317, 0.458, 2.560], [2.626, 2.174, 2.047], [1.207, 1.714, 3.113], [0.182, 0.411, 1.232], [0.818, -0.368, -0.631], [-0.345, -1.736, 0.422], [-1.939, 0.560, -1.084], [0.256, -1.420, -0.752], [-2.813, 0.777, -0.243], [-1.970, -0.793, -1.473], [-0.738, -1.340, -1.926], [-2.752, -1.651, 0.641], [1.060, -2.129, -1.044], [-0.986, -2.348, -2.289], [-0.322, -0.741, -2.756]], "mulliken_charge": [-1.100, 0.609, -0.661, 0.883, 0.317, 0.313, 0.275, 0.291, -0.285, -0.918, -0.234, 0.080, -0.643, -0.348, -0.383, 0.993, 0.352, 0.241, 0.221]}

Results for orbital gap: 8.69 8.87 9.75 10.32 7.20 (in eV, following the order of the records).
Results for ΔE to the lowest compared entry with this formula, charge and spin: 1.689 4.700 0.418 5.580 0.000 (in eV, following the order of the records).
Results for LUMO: 0.61 0.62 0.34 -0.46 0.08 (in eV, following the order of the records).